Entry 1:
C4H4O2S in the gas phase, computed with wB97M-V/def2-TZVPD.

Structure (XYZ):
```
11
Properties=species:S:1:pos:R:3:forces:R:3
C 1.67836 -2.13329 0.67056 0.33 -1.87 -0.55
C 1.01723 -1.15311 0.40760 0.31 2.53 -0.57
C -1.69007 0.52392 -0.76623 1.27 0.14 0.36
C -1.09753 0.75687 0.40661 0.17 0.51 -1.71
O 1.04918 1.06734 -1.33137 -1.59 -0.87 0.52
O 1.56360 1.44041 0.97711 -1.78 -0.48 0.04
S 0.68453 0.77413 0.03650 3.20 -1.90 2.06
H 2.16981 -3.16270 0.69747 -0.99 2.23 0.22
H -2.75385 0.53303 -0.81949 -0.57 -0.25 -0.43
H -0.98010 0.36800 -1.61737 -1.47 0.11 0.35
H -1.64116 0.98542 1.33861 1.12 -0.16 -0.30
```
Forces are in eV/Å.

**Kohn-Sham gap**: 10.799 eV
**SMILES**: C#CS(=O)(=O)C=C
**Energy**: -703.29399 a.u.
**Energy above the lowest of the compared OMol25 structures with the same formula, charge and spin**: 124.2 kcal/mol


Entry 2:
C4H4O2S in the gas phase, computed with wB97M-V/def2-TZVPD.

Structure (XYZ):
```
11
Properties=species:S:1:pos:R:3:forces:R:3
C -0.14640 -0.95678 2.18455 0.95 0.22 -1.72
C 0.49782 0.93038 -0.73821 -0.19 1.55 0.36
C -1.37080 0.33914 0.70221 -1.73 0.99 -0.88
C 1.24981 0.17633 -1.77217 0.23 1.55 2.47
O -1.23677 -0.25818 1.97576 0.05 -0.18 0.12
O -0.32695 0.13206 -0.08760 0.10 -1.23 -0.21
S -2.78545 1.03419 0.17982 1.99 -0.88 1.12
H -0.14384 -1.42090 3.15683 -1.01 0.22 1.02
H 1.69661 0.93558 -2.42092 0.01 -0.87 -0.18
H 0.61236 -0.57747 -2.08664 -0.96 -1.51 -1.69
H 1.95361 -0.33434 -1.09364 0.54 0.14 -0.41
```
Forces are in eV/Å.

**Kohn-Sham gap**: 7.720 eV
**Energy**: -703.21442 a.u.
**Energy above the lowest of the compared OMol25 structures with the same formula, charge and spin**: 174.2 kcal/mol


Entry 3:
C4H4O2S2 in the gas phase, computed with wB97M-V/def2-TZVPD.

Structure (XYZ):
```
12
Properties=species:S:1:pos:R:3:forces:R:3
C 1.58312 0.78905 -0.14906 3.46 4.11 0.41
C 0.32639 0.26754 -0.08842 -1.56 1.72 -0.30
C -0.11259 -0.90048 -0.41386 -3.15 -0.67 1.07
C -2.02316 0.15509 0.24201 -1.73 -0.10 0.99
H 2.64443 -1.24494 0.67432 0.67 1.68 -1.25
H 0.51516 -1.69306 -0.62584 0.53 -1.96 -0.56
H -2.26399 -0.09972 1.34259 1.35 0.77 -1.15
H -3.05028 0.27083 -0.11630 0.35 0.19 -0.60
O 1.64758 2.03456 -0.20452 0.78 -1.91 -0.33
O -1.47869 -1.01723 -0.35602 1.24 -0.98 -0.77
S 3.12642 -0.10144 -0.07913 -0.96 -1.81 1.12
S -0.91438 1.53980 -0.22577 -0.96 -1.02 1.37
```
Forces are in eV/Å.

**Kohn-Sham gap**: 8.632 eV
**SMILES**: O=C(S)C1=COCS1
**Energy**: -1101.59982 a.u.
**Energy above the lowest of the compared OMol25 structures with the same formula, charge and spin**: 38.5 kcal/mol


Entry 4:
A molecular structure, C4H4O2V, computed with wB97M-V/def2-TZVPD.

Structure (XYZ):
```
11
Properties=species:S:1:pos:R:3:forces:R:3
C 1.60919 0.13488 -0.71825 -0.78 -2.23 0.83
O 1.25415 -0.48355 -1.80477 -0.08 -0.60 0.45
H 2.02953 -0.73850 -2.32207 0.33 0.73 -0.66
C 0.54524 1.16267 0.87731 -0.72 -0.41 2.14
C 0.38246 -0.07433 0.29170 0.43 4.70 -2.43
C -0.93774 -0.49369 -0.07816 7.05 -4.68 0.94
O -1.97271 -0.23298 0.52668 -1.39 1.51 0.01
V -3.54507 -0.84676 1.03714 -2.49 -0.74 0.79
H 1.46577 1.35751 1.43199 0.00 0.51 -0.70
H -0.33280 1.79565 1.02839 0.44 0.36 0.04
H -0.49803 -1.58089 -0.26996 -2.80 0.83 -1.42
```
Forces are in eV/Å.

**Kohn-Sham gap (alpha / beta)**: 5.225 / 5.483 eV
**Multiplicity**: 4
**Total charge**: +2
**⟨S²⟩**: 3.784
**Energy**: -1248.29927 a.u.
**Energy above the lowest of the compared OMol25 structures with the same formula, charge and spin**: 127.3 kcal/mol


Entry 5:
C4H4O3 in the gas phase, computed with wB97M-V/def2-TZVPD.

Structure (XYZ):
```
11
Properties=species:S:1:pos:R:3:forces:R:3
C 1.04405 1.87074 -0.25953 0.01 -0.13 -0.08
C 0.67445 0.60878 -0.33303 0.41 0.35 0.27
O -0.48053 0.16186 -0.98311 0.01 0.17 0.08
C -1.16163 -0.48040 0.01412 -0.48 0.11 0.25
O -2.02411 0.02006 0.67337 0.24 -0.42 -0.53
C -0.67816 -1.90833 0.28667 0.39 -0.41 -0.02
O 0.48055 -2.23394 0.23210 -0.72 0.06 -0.01
H 1.83063 2.08903 0.44723 0.33 0.12 -0.34
H 0.60285 2.66808 -0.83746 -0.25 0.03 0.17
H 1.18911 -0.19167 0.17863 0.11 0.14 0.11
H -1.47722 -2.60422 0.58102 -0.05 -0.02 0.10
```
Forces are in eV/Å.

**Kohn-Sham gap**: 9.505 eV
**SMILES**: C=COC(=O)C=O
**Energy**: -380.46860 a.u.
**Energy above the lowest of the compared OMol25 structures with the same formula, charge and spin**: 49.2 kcal/mol


Entry 6:
C4H4O3 in the gas phase, computed with wB97M-V/def2-TZVPD.

Structure (XYZ):
```
11
Properties=species:S:1:pos:R:3:forces:R:3
O -0.36511 0.26514 2.34440 -0.23 -0.15 -0.44
C -0.75032 -0.09086 1.26160 0.06 0.12 0.39
C 0.15051 -0.12782 0.05319 -0.12 -0.08 0.08
C 0.59278 1.21022 -0.38766 -0.06 0.25 -0.15
O 1.47469 0.31293 0.24841 0.11 -0.06 0.06
C -0.05474 -1.26926 -0.90034 -0.41 -0.09 -0.07
O -1.15287 -1.69665 -1.16374 0.53 0.19 0.10
H -1.80162 -0.35652 1.05037 0.07 -0.12 0.10
H 0.78368 1.43338 -1.43574 -0.01 -0.16 0.11
H 0.24758 2.03803 0.23238 0.17 -0.03 -0.14
H 0.87542 -1.71860 -1.30286 -0.09 0.12 -0.05
```
Forces are in eV/Å.

**Kohn-Sham gap**: 10.371 eV
**SMILES**: O=CC1(C=O)CO1
**Energy**: -380.46251 a.u.
**Energy above the lowest of the compared OMol25 structures with the same formula, charge and spin**: 53.0 kcal/mol


Entry 7:
C4H4O3 in the gas phase, computed with wB97M-V/def2-TZVPD.

Structure (XYZ):
```
11
Properties=species:S:1:pos:R:3:forces:R:3
C 0.43609 -1.74208 -0.17252 0.07 -0.04 0.02
C 0.59200 -0.29145 0.18324 0.37 -0.01 0.14
O 1.58588 0.21451 0.65112 -0.46 -0.21 -0.18
C -0.64667 0.60089 -0.00559 -0.46 -0.15 -0.13
O -1.74307 0.14572 -0.22984 0.53 0.27 0.17
C -0.44105 2.11715 0.09546 0.22 0.31 -0.35
O 0.20663 2.70064 -0.73406 -0.26 -0.33 0.35
H -0.45914 -2.15263 0.30504 0.11 0.08 -0.08
H 1.32494 -2.29348 0.13887 -0.12 0.11 -0.05
H 0.29556 -1.84709 -1.25429 -0.01 0.06 0.14
H -0.98193 2.64595 0.90327 0.00 -0.10 -0.04
```
Forces are in eV/Å.

**Kohn-Sham gap**: 8.903 eV
**SMILES**: CC(=O)C(=O)C=O
**Energy**: -380.49948 a.u.
**Energy above the lowest of the compared OMol25 structures with the same formula, charge and spin**: 29.8 kcal/mol


Entry 8:
A molecular structure, C4H4O3, computed with wB97M-V/def2-TZVPD.

Structure (XYZ):
```
11
Properties=species:S:1:pos:R:3:forces:R:3
O -0.57201 1.24328 -1.74598 -0.11 0.12 -0.30
C -0.57863 0.91824 -0.60130 0.74 2.36 -1.72
O -1.64589 1.05053 0.25315 0.51 -0.23 -0.15
C -1.47610 -0.31120 0.56604 0.98 -0.68 0.95
C 0.40939 0.10732 0.09482 -1.51 -1.18 0.02
C 1.72614 -0.45889 -0.19686 -0.42 -0.02 0.05
O 1.47741 0.51986 0.86220 -0.81 -0.59 0.19
H -2.21543 -0.90639 -0.01100 1.22 -0.12 -0.04
H -1.48870 -0.53555 1.60796 -0.17 0.02 0.79
H 2.35420 -0.11244 -1.02446 -0.42 0.03 0.28
H 1.93007 -1.46547 0.17457 -0.02 0.29 -0.08
```
Forces are in eV/Å.

**Kohn-Sham gap**: 10.639 eV
**Energy**: -380.38472 a.u.
**Energy above the lowest of the compared OMol25 structures with the same formula, charge and spin**: 101.9 kcal/mol


- Which of these has the lowest energy above the lowest of the compared OMol25 structures with the same formula, charge and spin?
  number 7